No. 1
Below is a cluster of 14 separate species, C64H160O36P4 in total, with properties calculated with ωB97M-V/def2-TZVPD.

HOMO level: -9.2 eV
Energy: -179823.477 eV
Lowest unoccupied orbital energy: 0.45 eV
Kohn-Sham gap: 9.6872 eV

Each line ends with the Löwdin charge.
Element x y z (Å)
C1 -2.9303 -6.1363 -2.8247  -0.09
O1 -3.0758 -5.0424 -1.8939  -0.19
C2 -1.9395 -4.1778 -1.8605  -0.19
C3 -0.7659 -4.7386 -1.1185  -0.24
O2 -1.1861 -4.8749 0.1968  -0.18
C4 -0.2240 -5.5597 1.0278  -0.08
H1 -3.8990 -6.6258 -2.9255  0.09
H2 -2.2338 -6.8591 -2.3998  0.08
H3 -2.4911 -5.9010 -3.7942  0.08
H4 -2.3604 -3.2367 -1.5067  0.12
H5 -1.6387 -4.0835 -2.9039  0.11
H6 0.1226 -4.1130 -1.2038  0.12
H7 -0.3690 -5.6608 -1.5428  0.12
H8 0.7481 -5.0768 0.9278  0.07
H9 -0.0090 -6.5786 0.7059  0.09
H10 -0.4530 -5.4454 2.0873  0.08
C5 5.0280 -2.6655 0.9024  -0.10
O3 5.7010 -1.8455 -0.0272  -0.18
C6 5.9011 -0.5073 0.4079  -0.19
C7 5.9349 0.4192 -0.7509  -0.18
O4 4.7192 0.3071 -1.5449  -0.20
C8 4.7899 0.9163 -2.8520  -0.10
H11 5.6046 -2.7626 1.8223  0.08
H12 4.9366 -3.6692 0.4872  0.10
H13 4.0493 -2.3320 1.2472  0.07
H14 6.8262 -0.4654 0.9828  0.13
H15 5.1453 -0.2057 1.1330  0.12
H16 6.8331 0.3321 -1.3623  0.13
H17 5.9689 1.4505 -0.3996  0.11
H18 3.8746 0.8925 -3.4434  0.06
H19 5.5846 0.6309 -3.5413  0.09
H20 4.9181 1.9862 -2.6879  0.08
C9 -1.3179 -3.1907 -11.0834  -0.12
O5 -0.3026 -3.5458 -10.1498  -0.19
C10 -0.8369 -3.4079 -8.8399  -0.17
C11 0.3483 -3.7580 -7.8239  -0.22
O6 -0.2077 -3.6398 -6.5703  -0.20
C12 0.4606 -4.5029 -5.5965  -0.05
H21 -1.7012 -2.1977 -10.8487  0.08
H22 -2.1543 -3.8822 -11.1855  0.08
H23 -0.8384 -3.1654 -12.0619  0.08
H24 -1.6591 -4.1232 -8.8201  0.12
H25 -1.2039 -2.4228 -8.5518  0.11
H26 1.2172 -3.1075 -7.9236  0.12
H27 0.7435 -4.7460 -8.0600  0.11
H28 0.3619 -4.0358 -4.6166  0.07
H29 1.5218 -4.6502 -5.7973  0.07
H30 -0.0356 -5.4721 -5.6468  0.09
C13 -4.9312 0.1080 0.6339  -0.12
O7 -4.5243 -1.0703 1.2490  -0.18
C14 -4.9149 -2.2313 0.6163  -0.20
C15 -4.1913 -3.4673 1.2399  -0.20
O8 -4.3887 -3.5393 2.6112  -0.17
C16 -3.2477 -3.8820 3.3800  -0.08
H31 -4.5791 0.9745 1.1937  0.06
H32 -6.0099 0.2645 0.6263  0.10
H33 -4.4307 0.2267 -0.3271  0.09
H34 -4.6772 -2.2188 -0.4473  0.12
H35 -5.9930 -2.3527 0.7216  0.12
H36 -3.1509 -3.4993 0.9164  0.10
H37 -4.6584 -4.3765 0.8615  0.13
H38 -3.5537 -4.3704 4.3052  0.09
H39 -2.6884 -2.9753 3.6108  0.06
H40 -2.6157 -4.5361 2.7794  0.07
C17 -0.8315 3.3260 -0.9425  -0.08
O9 -0.6457 3.8836 0.3655  -0.17
C18 -1.6270 4.7977 0.7491  -0.19
C19 -3.0438 4.2062 0.8890  -0.19
O10 -3.6129 4.0325 -0.3815  -0.18
C20 -4.9695 3.8654 -0.2571  -0.12
H41 -0.7993 4.1506 -1.6546  0.07
H42 -1.7342 2.7470 -1.1378  0.07
H43 0.0134 2.7077 -1.2456  0.07
H44 -1.5980 5.6837 0.1149  0.11
H45 -1.3457 5.1313 1.7479  0.12
H46 -3.5428 4.9721 1.4826  0.12
H47 -3.0480 3.3353 1.5445  0.12
H48 -5.4529 3.8381 -1.2336  0.09
H49 -5.4962 4.4824 0.4709  0.08
H50 -5.1535 2.8661 0.1377  0.07
C21 -2.0985 3.3657 4.4066  -0.12
O11 -3.0401 4.3594 4.7442  -0.17
C22 -4.3633 3.9077 5.2808  -0.15
C23 -5.2901 3.3103 4.2787  -0.20
O12 -5.6903 4.2078 3.2306  -0.20
C24 -6.4147 5.3943 3.6417  -0.08
H51 -1.1215 3.7353 4.0953  0.06
H52 -2.3533 2.5900 3.6845  0.06
H53 -1.8918 2.7839 5.3048  0.08
H54 -4.9124 4.7840 5.6253  0.11
H55 -4.2268 3.2624 6.1486  0.13
H56 -6.1607 2.9332 4.8153  0.13
H57 -4.8244 2.4632 3.7752  0.12
H58 -5.8273 6.0839 4.2478  0.08
H59 -7.3794 5.2401 4.1251  0.09
H60 -6.6250 5.8887 2.6934  0.08
C25 -2.4237 0.9890 -3.5277  -0.08
O13 -3.4119 1.3012 -4.5139  -0.18
C26 -4.0107 2.5852 -4.3890  -0.17
C27 -3.1265 3.7620 -4.8972  -0.16
O14 -2.4910 3.5138 -6.1790  -0.22
C28 -1.9357 4.6019 -6.8552  -0.11
H61 -2.8422 0.7523 -2.5495  0.07
H62 -1.7270 1.8251 -3.4669  0.08
H63 -1.9110 0.0721 -3.8185  0.08
H64 -4.3956 2.7361 -3.3804  0.11
H65 -4.9290 2.5510 -4.9752  0.12
H66 -2.4013 3.9883 -4.1156  0.10
H67 -3.7372 4.6376 -5.1170  0.11
H68 -1.2411 4.3546 -7.6580  0.08
H69 -1.5324 5.3337 -6.1552  0.08
H70 -2.8219 4.9775 -7.3668  0.09
C29 -0.8657 0.6049 -6.9231  -0.12
O15 -0.5277 0.4325 -8.2502  -0.16
C30 -1.0834 1.3576 -9.1165  -0.21
C31 -0.3618 1.3491 -10.4834  -0.16
O16 -0.2900 0.0694 -11.1919  -0.20
C32 0.5731 0.1757 -12.2948  -0.12
H71 -1.9458 0.6472 -6.7827  0.09
H72 -0.3726 1.4753 -6.4902  0.08
H73 -0.6033 -0.2729 -6.3325  0.08
H74 -1.0620 2.3920 -8.7736  0.10
H75 -2.1558 1.2304 -9.2649  0.13
H76 0.6451 1.7162 -10.2844  0.12
H77 -0.7619 2.0885 -11.1772  0.12
H78 0.5771 -0.8104 -12.7592  0.09
H79 1.5855 0.3386 -11.9253  0.09
H80 0.2224 0.9993 -12.9166  0.09
C33 4.3286 -2.6889 -2.6722  -0.12
O17 3.7741 -2.4200 -3.9311  -0.21
C34 4.5187 -2.9118 -5.0569  -0.17
C35 4.8949 -4.3975 -5.0152  -0.19
O18 3.7710 -5.2876 -4.7649  -0.21
C36 4.0145 -6.6393 -5.2648  -0.08
H81 4.1606 -3.7371 -2.4249  0.09
H82 3.7865 -2.0624 -1.9639  0.07
H83 5.3856 -2.4321 -2.6019  0.09
H84 5.4423 -2.3353 -5.1089  0.12
H85 3.9048 -2.5874 -5.8972  0.12
H86 5.7061 -4.5711 -4.3082  0.12
H87 5.2262 -4.5755 -6.0383  0.12
H88 3.7673 -6.5996 -6.3257  0.08
H89 3.3926 -7.4661 -4.9215  0.08
H90 5.0421 -6.9436 -5.0663  0.08
C37 -1.5662 0.2436 2.1094  -0.08
O19 -0.3993 0.1378 1.3031  -0.17
C38 -0.7279 -0.3375 0.0332  -0.19
C39 0.4749 -0.4789 -0.8794  -0.21
O20 0.0399 -1.0121 -2.0963  -0.20
C40 1.1060 -1.3154 -2.9749  -0.08
H91 -1.4060 0.6865 3.0924  0.06
H92 -2.0500 -0.7033 2.3493  0.08
H93 -2.3270 0.7944 1.5564  0.07
H94 -1.3552 0.4122 -0.4490  0.11
H95 -1.2220 -1.3078 0.0845  0.13
H96 1.2852 -1.0701 -0.4528  0.12
H97 0.9635 0.4805 -1.0495  0.11
H98 1.7823 -0.4678 -3.0854  0.08
H99 0.7073 -1.5066 -3.9712  0.09
H100 1.5490 -2.1992 -2.5158  0.08
C41 2.1369 6.3980 4.3153  -0.04
C42 1.8470 5.0798 3.4472  -0.24
O21 2.7859 4.1212 3.8613  -0.19
P1 2.5019 2.5847 4.2956  0.47
O22 1.1728 2.3199 4.7461  -0.20
O23 3.6799 2.3400 5.4251  -0.19
C43 3.5811 2.8952 6.7208  -0.28
C44 4.7107 2.4153 7.6208  -0.08
O24 3.0364 1.7165 3.0297  -0.17
C45 2.3320 1.7609 1.7729  -0.26
C46 2.9990 2.6713 0.7548  -0.05
H101 1.4612 7.2367 4.1476  0.06
H102 2.0240 6.2054 5.3822  0.06
H103 3.1459 6.7894 4.1855  0.07
H104 0.8240 4.7076 3.5032  0.09
H105 2.0593 5.2727 2.3956  0.09
H106 3.6505 3.9765 6.6025  0.12
H107 2.6560 2.5502 7.1826  0.11
H108 5.7009 2.7810 7.3491  0.07
H109 4.6268 2.7000 8.6696  0.08
H110 4.8954 1.3410 7.6238  0.08
H111 2.1825 0.7849 1.3113  0.10
H112 1.2915 2.0797 1.8349  0.11
H113 2.6789 2.4050 -0.2525  0.07
H114 2.7782 3.7333 0.8623  0.06
H115 4.0749 2.5049 0.8075  0.07
C47 -0.8896 0.7658 9.7990  -0.07
C48 -0.2966 -0.6683 9.9090  -0.23
O25 -1.2560 -1.7396 9.7932  -0.20
P2 -2.4264 -1.7890 8.6639  0.46
O26 -3.5581 -0.8344 8.7874  -0.24
O27 -1.6135 -1.7306 7.2743  -0.20
C49 -2.3124 -1.8072 6.0202  -0.25
C50 -2.3196 -0.4222 5.3738  -0.06
O28 -2.7930 -3.3604 8.6659  -0.20
C51 -3.4744 -3.9675 9.7941  -0.23
C52 -2.5129 -4.3657 10.9256  -0.08
H116 -0.1139 1.5312 9.7760  0.07
H117 -1.4936 0.9020 8.9019  0.06
H118 -1.4465 1.0636 10.6873  0.08
H119 0.5092 -0.7779 9.1832  0.11
H120 0.1788 -0.8062 10.8802  0.11
H121 -1.6699 -2.5372 5.5278  0.11
H122 -3.3360 -2.1114 6.2392  0.12
H123 -2.9084 -0.3169 4.4626  0.07
H124 -2.6814 0.3685 6.0310  0.07
H125 -1.2937 -0.1947 5.0843  0.07
H126 -4.1570 -3.2056 10.1704  0.11
H127 -4.0058 -4.8348 9.4024  0.12
H128 -3.0262 -4.8651 11.7473  0.07
H129 -1.6582 -4.9734 10.6285  0.08
H130 -2.0552 -3.4837 11.3736  0.06
C53 3.0120 -5.6978 7.4891  -0.07
C54 3.9840 -5.6057 6.3608  -0.32
O29 3.2503 -5.1660 5.2609  -0.20
P3 4.0826 -4.6863 3.9122  0.55
O30 5.4855 -4.2207 4.1264  -0.24
O31 3.9150 -5.9552 2.9100  -0.18
C55 2.6492 -6.5427 2.6490  -0.30
C56 2.5955 -7.9789 3.1488  -0.06
O32 3.0887 -3.5947 3.1780  -0.21
C57 2.8906 -2.3356 3.6994  -0.31
C58 1.6177 -1.7956 3.0960  -0.05
H131 2.6674 -4.7528 7.9089  0.08
H132 2.1202 -6.2186 7.1404  0.08
H133 3.4248 -6.2755 8.3161  0.08
H134 4.8796 -5.0277 6.5886  0.12
H135 4.2929 -6.6123 6.0787  0.12
H136 1.8584 -5.9359 3.0899  0.10
H137 2.4700 -6.5935 1.5751  0.11
H138 1.6570 -8.4225 2.8164  0.08
H139 3.3549 -8.5459 2.6104  0.08
H140 2.6942 -8.0529 4.2318  0.07
H141 2.8356 -2.3925 4.7866  0.12
H142 3.7345 -1.6897 3.4570  0.12
H143 1.3472 -0.8713 3.6064  0.08
H144 1.8312 -1.5582 2.0538  0.06
H145 0.7258 -2.4220 3.1113  0.08
C59 2.1048 2.8698 -4.0767  -0.08
C60 1.2883 4.0601 -4.3289  -0.27
O33 1.5306 4.9822 -3.2299  -0.19
P4 0.9202 6.4803 -3.3610  0.52
O34 1.0108 7.0927 -4.7334  -0.26
O35 -0.6376 6.3019 -2.7886  -0.23
C61 -1.5356 7.4399 -2.8262  -0.27
C62 -2.9107 6.9565 -2.5329  -0.06
O36 1.7108 7.3268 -2.2382  -0.15
C63 1.8654 6.8480 -0.9027  -0.31
C64 1.3934 7.8114 0.1018  -0.07
H146 1.7806 2.0965 -4.7731  0.08
H147 3.1861 2.9668 -4.1739  0.08
H148 1.8181 2.4896 -3.0962  0.07
H149 1.4551 4.6324 -5.2414  0.12
H150 0.2370 3.7722 -4.3365  0.11
H151 -1.1004 8.1724 -2.1464  0.11
H152 -1.4562 7.9321 -3.7954  0.11
H153 -3.2448 6.2982 -3.3348  0.07
H154 -2.9467 6.3439 -1.6321  0.06
H155 -3.6320 7.7658 -2.4197  0.09
H156 1.3636 5.9041 -0.6899  0.10
H157 2.8790 6.5571 -0.6268  0.12
H158 1.9552 8.7451 0.0754  0.09
H159 0.3658 8.0544 -0.1687  0.07
H160 1.4623 7.4514 1.1283  0.07

No. 2
Below is a structure of composition C64H50N10O4P2SSeZr, with properties calculated with ωB97M-V/def2-TZVPD.

HOMO level: -11.8 eV
Energy: -186302.872 eV
Lowest unoccupied orbital energy: -5.33 eV
Total charge: +2
Energy relative to the best compared isomer or geometry (same formula, charge and spin): 0.0 kJ/mol
Kohn-Sham gap: 6.5001 eV

Each line ends with the Löwdin charge.
Element x y z (Å)
Zr1 -0.4677 -0.7531 -0.0882  1.75
C1 3.5603 -0.3360 -8.1659  -0.06
O1 2.2316 -0.5773 -8.5993  -0.06
C2 1.2367 0.1399 -8.0376  -0.28
C3 -0.0199 -0.0177 -8.6252  0.02
C4 -1.0846 0.7225 -8.1658  -0.02
C5 -0.9380 1.5744 -7.0714  -0.28
C6 0.3078 1.7268 -6.4801  -0.02
C7 1.4026 1.0210 -6.9691  -0.01
N1 -2.1159 2.3447 -6.7706  0.08
N2 -2.4280 2.7152 -5.6366  0.09
C8 -1.7817 2.2457 -4.4350  -0.22
C9 -1.3073 3.1857 -3.5629  0.00
C10 -0.8115 2.8239 -2.2930  0.03
C11 -0.8520 1.5196 -1.8885  -0.34
O2 -0.4349 1.1224 -0.6665  -0.38
C12 -1.3600 0.5301 -2.7639  -0.16
N3 -1.3589 -0.7604 -2.2973  0.01
C13 -1.7964 -1.7045 -3.1017  -0.09
C14 -2.3310 -1.4466 -4.3736  -0.01
C15 -2.3804 -0.1610 -4.8294  0.04
C16 -1.8383 0.8788 -4.0395  -0.08
H1 4.1974 -0.9513 -8.7931  0.10
H2 3.6902 -0.6293 -7.1213  0.08
H3 3.8325 0.7140 -8.2906  0.10
H4 -0.1185 -0.6847 -9.4705  0.13
H5 -2.0487 0.6672 -8.6555  0.12
H6 0.4559 2.4434 -5.6837  0.11
H7 2.3790 1.1943 -6.5398  0.10
H8 -1.3125 4.2255 -3.8637  0.13
H9 -0.4217 3.5759 -1.6190  0.12
H10 -1.7531 -2.7225 -2.7416  0.10
H11 -2.7119 -2.2680 -4.9630  0.12
H12 -2.8370 0.0644 -5.7827  0.12
C17 4.1599 -4.4304 6.2061  -0.03
C18 3.3982 -4.0591 4.9673  -0.24
C19 3.2663 -4.9509 3.9077  -0.01
C20 2.5451 -4.6163 2.7726  -0.03
C21 1.9496 -3.3599 2.6998  -0.28
C22 2.0727 -2.4481 3.7445  -0.07
C23 2.7949 -2.8029 4.8640  -0.01
S1 0.9721 -3.0122 1.3039  0.64
O3 -0.3378 -2.4827 1.7422  -0.44
O4 0.9581 -4.2047 0.4982  -0.28
N4 1.4254 -1.7235 0.4389  -0.26
C24 2.0051 -1.8693 -0.8369  -0.41
C25 3.0381 -2.7210 -1.1892  0.01
C26 3.4660 -2.6401 -2.4997  -0.01
C27 2.8509 -1.7470 -3.3840  -0.03
C28 1.8006 -0.9764 -2.9400  -0.09
N5 1.3828 -1.0332 -1.6667  0.04
H13 4.7004 -5.3656 6.0773  0.08
H14 3.4777 -4.5470 7.0501  0.09
H15 4.8740 -3.6508 6.4720  0.09
H16 3.7269 -5.9283 3.9727  0.12
H17 2.4383 -5.3180 1.9589  0.12
H18 1.6208 -1.4716 3.6752  0.07
H19 2.8935 -2.0942 5.6780  0.13
H20 3.4751 -3.3990 -0.4719  0.13
H21 4.2738 -3.2719 -2.8450  0.13
H22 3.1862 -1.6566 -4.4062  0.11
H23 1.2748 -0.2915 -3.5954  0.12
Se1 -7.9146 -2.9304 1.9434  1.20
N6 -7.1528 -1.3388 1.6949  -0.21
C29 -5.9412 -1.5655 1.2631  -0.34
C30 -4.9887 -0.5045 0.9393  -0.07
C31 -5.3265 0.8498 0.9896  0.04
C32 -4.3748 1.7800 0.6519  0.00
C33 -3.0950 1.3471 0.3139  -0.10
N7 -2.7590 0.0614 0.2533  0.03
C34 -3.7065 -0.8561 0.5382  -0.13
C35 -3.3392 -2.2584 0.3244  -0.13
N8 -2.1249 -2.4957 -0.2077  -0.01
C36 -1.8016 -3.7546 -0.5037  -0.13
C37 -2.6407 -4.8331 -0.2688  0.01
C38 -3.8759 -4.5974 0.2934  0.05
C39 -4.2429 -3.2855 0.5849  -0.06
C40 -5.5653 -2.9405 1.1084  -0.34
N9 -6.4705 -3.8303 1.4158  -0.21
H24 -6.3282 1.1341 1.2848  0.13
H25 -4.5867 2.8392 0.6654  0.13
H26 -2.3153 2.0602 0.0968  0.10
H27 -0.8201 -3.9215 -0.9281  0.11
H28 -2.3128 -5.8298 -0.5256  0.13
H29 -4.5736 -5.3990 0.4982  0.13
N10 1.3001 0.7172 2.5421  -0.37
P1 -0.3774 0.3506 2.5287  0.95
C41 -0.5868 -0.4256 4.1671  -0.38
C42 -0.0987 0.2996 5.2591  -0.09
C43 -0.2099 -0.2055 6.5428  -0.06
C44 -0.8384 -1.4273 6.7564  -0.06
C45 -1.3569 -2.1328 5.6832  -0.06
C46 -1.2325 -1.6365 4.3909  -0.10
C47 -1.2827 1.9002 2.8126  -0.37
C48 -2.5073 1.8632 3.4813  -0.10
C49 -3.2411 3.0259 3.6552  -0.07
C50 -2.7652 4.2321 3.1554  -0.06
C51 -1.5532 4.2728 2.4808  -0.05
C52 -0.8145 3.1093 2.3092  -0.09
P2 2.1364 1.2953 1.1138  1.01
C53 2.8220 2.8225 1.8655  -0.37
C54 2.4776 4.0586 1.3236  -0.12
C55 2.9564 5.2365 1.8829  -0.07
C56 3.7880 5.1844 2.9908  -0.06
C57 4.1468 3.9558 3.5327  -0.06
C58 3.6742 2.7815 2.9691  -0.09
C59 3.6770 0.3284 0.9742  -0.40
C60 4.1703 -0.5673 1.9141  -0.10
C61 5.3520 -1.2557 1.6777  -0.06
C62 6.0587 -1.0416 0.5005  -0.07
C63 5.5759 -0.1430 -0.4409  -0.08
C64 4.3843 0.5307 -0.2098  -0.11
H30 1.6052 1.1804 3.3937  0.05
H31 0.3548 1.2751 5.1201  0.11
H32 0.1768 0.3621 7.3788  0.11
H33 -0.9362 -1.8161 7.7613  0.11
H34 -1.8586 -3.0774 5.8469  0.11
H35 -1.6281 -2.2077 3.5647  0.09
H36 -2.8824 0.9300 3.8875  0.11
H37 -4.1809 2.9945 4.1912  0.12
H38 -3.3319 5.1418 3.3048  0.11
H39 -1.1745 5.2119 2.0984  0.11
H40 0.1352 3.1535 1.7959  0.06
H41 1.8393 4.1015 0.4473  0.09
H42 2.6855 6.1910 1.4513  0.11
H43 4.1706 6.0983 3.4249  0.11
H44 4.8103 3.9143 4.3864  0.11
H45 3.9899 1.8292 3.3828  0.10
H46 3.6306 -0.7312 2.8352  0.08
H47 5.7270 -1.9523 2.4175  0.11
H48 6.9881 -1.5668 0.3231  0.11
H49 6.1259 0.0318 -1.3567  0.11
H50 4.0058 1.2221 -0.9569  0.11